Entry 1:
C31H39N5O2P2Tc | wB97M-V/def2-TZVPD

Atoms and positions in Å:
Tc (-0.700, 0.321, 0.963)
C (2.015, -2.396, 3.679)
C (2.089, -2.033, 2.365)
C (1.859, -2.998, 1.257)
C (0.591, -2.881, 0.378)
C (-0.595, -2.090, 0.931)
C (-0.961, -2.299, 2.277)
C (-0.426, -3.310, 3.208)
C (0.838, -3.166, 4.175)
C (-2.220, 1.574, 1.518)
H (2.787, -2.158, 4.446)
H (2.257, -0.983, 2.188)
H (1.741, -3.938, 1.767)
H (2.694, -3.090, 0.550)
H (0.834, -2.580, -0.650)
H (0.243, -3.902, 0.220)
H (-1.437, -2.442, 0.352)
H (-1.903, -1.848, 2.541)
H (-0.309, -4.190, 2.572)
H (-1.291, -3.488, 3.847)
H (0.455, -2.847, 5.166)
H (1.139, -4.194, 4.360)
H (-3.163, 1.047, 1.466)
H (-2.234, 2.388, 0.825)
H (-2.129, 1.949, 2.537)
P (-2.076, 0.446, -1.041)
P (1.664, 1.405, -0.481)
N (-2.842, -0.917, -2.093)
N (-2.843, 1.692, -2.411)
N (2.395, 0.211, -1.593)
N (3.042, 2.621, -1.227)
C (-0.450, 0.485, -1.871)
C (0.224, 1.800, -1.524)
C (-3.889, -1.692, -1.621)
C (-3.992, -2.840, -2.409)
C (-3.071, -2.705, -3.481)
C (-2.438, -1.468, -3.317)
C (-3.849, 2.595, -2.155)
C (-4.408, 3.019, -3.360)
C (-3.693, 2.390, -4.415)
C (-2.697, 1.630, -3.798)
C (3.366, -0.758, -1.298)
C (3.802, -1.311, -2.498)
C (3.272, -0.516, -3.552)
C (2.398, 0.388, -2.984)
C (4.321, 2.216, -1.619)
C (5.062, 3.287, -2.100)
C (4.244, 4.421, -1.922)
C (3.004, 3.978, -1.452)
H (-0.510, 0.318, -2.941)
H (-0.011, -0.430, -1.408)
H (0.489, 2.369, -2.388)
H (-0.392, 2.447, -0.875)
H (-4.504, -1.337, -0.813)
H (-4.649, -3.678, -2.223)
H (-2.860, -3.422, -4.269)
H (-1.826, -0.937, -4.022)
H (-4.030, 2.891, -1.128)
H (-5.207, 3.728, -3.458)
H (-3.850, 2.482, -5.469)
H (-1.876, 1.125, -4.274)
H (3.699, -0.891, -0.278)
H (4.355, -2.222, -2.590)
H (3.481, -0.610, -4.594)
H (1.794, 1.132, -3.482)
H (4.627, 1.193, -1.587)
H (6.056, 3.207, -2.508)
H (4.535, 5.446, -2.100)
H (2.105, 4.544, -1.233)
O (-2.065, -0.837, 4.355)
C (-1.183, 0.014, 4.371)
C (-0.739, 0.726, 5.684)
C (0.138, 1.853, 5.184)
C (0.297, 1.598, 3.634)
O (0.953, 2.230, 2.823)
N (-0.418, 0.475, 3.285)
H (-1.642, 1.064, 6.213)
H (-0.215, -0.001, 6.343)
H (-0.367, 2.817, 5.308)
H (1.096, 1.882, 5.726)

Results
Net charge = +2
Gap between HOMO and LUMO (alpha / beta) = 4.6 / 3.6 eV
DFT total energy = -65075.4209 eV
Highest occupied orbital energy (alpha / beta) = -12.588 / -12.589 eV
Expectation value of S² = 3.8194
2S+1 = 4

These are the Löwdin partial charges, in e, on atoms 1 to 6:
1 Tc 1.075
2 C -0.069
3 C -0.135
4 C -0.180
5 C -0.187
6 C -0.241

Entry 2:
C31H39N5Pt | wB97M-V/def2-TZVPD

Atoms and positions in Å:
Pt (0.431, -0.551, -0.617)
N (-1.308, -1.164, 1.088)
N (-0.776, -2.454, -1.743)
C (2.005, 1.030, -0.398)
C (2.400, -0.288, 0.228)
C (2.166, -0.124, 1.656)
C (2.355, -1.152, 2.691)
H (2.640, -2.110, 2.240)
H (1.419, -1.293, 3.260)
H (3.144, -0.852, 3.401)
C (1.756, 1.196, 1.902)
C (1.558, 1.742, 3.270)
H (2.442, 1.554, 3.898)
H (0.698, 1.251, 3.747)
H (1.380, 2.822, 3.250)
C (1.633, 1.903, 0.698)
C (1.247, 3.331, 0.592)
H (0.373, 3.575, 1.219)
H (1.003, 3.590, -0.443)
H (2.062, 3.996, 0.918)
C (3.112, -1.423, -0.416)
H (4.164, -1.464, -0.110)
H (3.013, -1.325, -1.503)
H (2.591, -2.359, -0.158)
C (2.417, 1.506, -1.745)
H (1.618, 2.108, -2.206)
H (2.575, 0.644, -2.399)
H (3.335, 2.112, -1.692)
C (-1.764, -0.593, 2.281)
H (-2.327, 0.329, 2.056)
C (-2.487, -1.581, 3.272)
H (-3.475, -1.205, 3.633)
C (-2.361, -3.019, 2.868)
H (-2.765, -3.706, 3.635)
C (-1.820, -3.436, 1.684)
H (-1.766, -4.516, 1.445)
C (-1.175, -2.448, 0.794)
C (-0.164, -2.632, -0.373)
H (0.532, -3.610, -0.237)
C (-0.818, -1.076, -2.013)
C (-0.630, -3.136, -2.985)
H (-0.471, -4.198, -2.986)
C (-0.642, -2.240, -3.996)
H (-0.537, -2.334, -5.083)
N (-0.841, -0.956, -3.410)
C (-0.851, 0.354, -3.973)
C (0.213, 0.845, -4.753)
C (0.180, 2.206, -5.150)
H (0.964, 2.562, -5.811)
C (-0.846, 3.048, -4.704)
C (-0.919, 4.472, -5.162)
H (-0.742, 5.165, -4.329)
H (-1.916, 4.697, -5.562)
H (-0.179, 4.672, -5.939)
C (-1.803, 2.575, -3.809)
H (-2.580, 3.241, -3.423)
C (-1.807, 1.225, -3.415)
C (-2.844, 0.731, -2.456)
H (-3.349, -0.185, -2.789)
H (-3.619, 1.500, -2.359)
H (-2.437, 0.552, -1.450)
C (1.361, -0.035, -5.138)
H (1.068, -0.773, -5.902)
H (1.804, -0.579, -4.285)
H (2.145, 0.599, -5.570)
C (0.110, -0.807, 6.136)
N (-1.169, -1.260, 5.566)
C (-2.261, -1.613, 6.486)
C (-1.388, -1.077, 4.284)
N (-0.762, -0.323, 3.377)
H (0.084, -1.045, 7.205)
H (0.258, 0.275, 5.965)
H (0.927, -1.349, 5.627)
H (-2.894, -0.734, 6.713)
H (-2.890, -2.380, 6.009)
H (-1.799, -1.998, 7.399)

Results
Net charge = -2
Gap between HOMO and LUMO (alpha / beta) = 1.3 / 5.2 eV
Energy above the lowest of the compared OMol25 structures with the same formula, charge and spin = 0.000 eV
DFT total energy = -43468.6588 eV
Highest occupied orbital energy (alpha / beta) = 2.825 / -1.048 eV
Expectation value of S² = 2.0153
2S+1 = 3

These are the Löwdin partial charges, in e, on atoms 1 to 6:
1 Pt 1.037
2 N -0.015
3 N -0.097
4 C -0.386
5 C -0.416
6 C -0.231

Entry 3:
C31H40AuN4O | wB97M-V/def2-TZVPD

Atoms and positions in Å:
Au (0.014, 0.021, -0.275)
N (-0.998, -2.398, 2.099)
N (-0.593, -2.328, -1.408)
C (1.389, 1.847, -0.471)
C (2.282, 0.753, -0.155)
C (2.010, 0.349, 1.200)
C (2.613, -0.796, 1.921)
H (3.178, -1.434, 1.233)
H (1.814, -1.402, 2.369)
H (3.286, -0.480, 2.733)
C (1.039, 1.230, 1.751)
C (0.633, 1.222, 3.170)
H (1.359, 1.714, 3.830)
H (0.525, 0.188, 3.523)
H (-0.329, 1.718, 3.329)
C (0.582, 2.092, 0.706)
C (-0.410, 3.179, 0.843)
H (-1.243, 2.851, 1.475)
H (-0.828, 3.448, -0.133)
H (0.025, 4.087, 1.286)
C (3.273, 0.089, -1.036)
H (4.254, -0.025, -0.549)
H (3.412, 0.615, -1.988)
H (2.927, -0.924, -1.282)
C (1.310, 2.625, -1.734)
H (0.265, 2.733, -2.052)
H (1.823, 2.108, -2.552)
H (1.737, 3.637, -1.647)
C (-1.942, -2.758, 2.968)
H (-2.048, -2.150, 3.875)
C (-2.770, -3.876, 2.780)
H (-3.510, -4.089, 3.555)
C (-2.595, -4.671, 1.644)
H (-3.158, -5.599, 1.515)
C (-1.664, -4.252, 0.696)
H (-1.451, -4.804, -0.216)
C (-0.956, -3.041, 0.927)
C (-0.140, -2.436, -0.090)
H (0.949, -2.431, 0.029)
C (-0.677, -1.042, -1.858)
C (-0.638, -3.218, -2.485)
H (-0.536, -4.268, -2.320)
C (-0.664, -2.468, -3.596)
H (-0.636, -2.725, -4.631)
N (-0.626, -1.114, -3.203)
C (-0.503, 0.049, -4.046)
C (0.726, 0.366, -4.653)
C (0.797, 1.525, -5.438)
H (1.752, 1.791, -5.907)
C (-0.307, 2.357, -5.624)
C (-0.242, 3.554, -6.531)
H (-0.277, 4.497, -5.970)
H (-1.093, 3.565, -7.223)
H (0.678, 3.550, -7.121)
C (-1.488, 2.054, -4.947)
H (-2.352, 2.722, -5.041)
C (-1.597, 0.915, -4.144)
C (-2.863, 0.636, -3.402)
H (-3.334, -0.311, -3.694)
H (-3.578, 1.437, -3.619)
H (-2.697, 0.614, -2.317)
C (1.973, -0.445, -4.462)
H (2.118, -1.193, -5.255)
H (2.010, -0.961, -3.496)
H (2.847, 0.224, -4.507)
C (-2.067, 0.220, 4.820)
N (-3.253, 0.543, 4.037)
C (-4.338, 1.311, 4.628)
C (-3.214, 0.414, 2.680)
O (-2.200, 0.109, 2.053)
H (-2.385, -0.330, 5.714)
H (-1.504, 1.124, 5.121)
H (-1.416, -0.414, 4.214)
H (-4.365, 2.353, 4.268)
H (-5.300, 0.869, 4.333)
H (-4.219, 1.300, 5.706)
H (-4.202, 0.591, 2.190)

Results
Net charge = -1
Gap between HOMO and LUMO (alpha / beta) = 2.0 / 5.6 eV
DFT total energy = -44491.7232 eV
Highest occupied orbital energy (alpha / beta) = 0.479 / -3.169 eV
Expectation value of S² = 2.0233
2S+1 = 3

These are the Löwdin partial charges, in e, on atoms 1 to 6:
1 Au 1.069
2 N 0.033
3 N -0.095
4 C -0.342
5 C -0.313
6 C -0.302